Entry 1:
ORCA calculation (wB97M-V/def2-TZVPD) on a cluster of 2 separate species, H3O6 in total.

energy relative to the best compared isomer or geometry (same formula, charge and spin): 0.0 kcal per mole
DFT total energy: -12312.0838 eV
HOMO-LUMO gap (alpha / beta): 8.896 / 8.895 eV
net charge: +1

The geometry in XYZ format:
```
9
H3O6, DFT wB97M-V/def2-TZVPD
O 1.6700 0.5155 -0.3066
O -2.3209 0.2536 -0.5183
O 1.7887 -0.7774 0.0602
O 0.0765 0.9266 0.4697
O -1.4322 -0.6890 -0.1812
O -0.4246 -0.1516 0.7592
H 1.4366 0.5420 -1.2762
H -3.0899 0.1843 0.0886
H 2.2957 -0.8040 0.9045
```


Entry 2:
ORCA calculation (wB97M-V/def2-TZVPD) on an isolated molecule of H3OP.

energy relative to the best compared isomer or geometry (same formula, charge and spin): 6.9 kcal per mole
DFT total energy: -11383.9756 eV
SMILES string: OP
HOMO-LUMO gap: 9.636 eV

The geometry in XYZ format:
```
5
H3OP, DFT wB97M-V/def2-TZVPD
O 0.1963 -0.8398 0.3148
P -0.5454 0.4995 -0.2666
H 0.3150 -1.6254 -0.2964
H -0.7346 1.0746 1.0395
H 0.7688 0.8911 -0.7912
```


Entry 3:
ORCA calculation (wB97M-V/def2-TZVPD) on a cluster of 2 separate species, H3PS2 in total.

energy relative to the best compared isomer or geometry (same formula, charge and spin): 29.9 kcal per mole
DFT total energy: -31006.7806 eV
SMILES string: P=S.S
HOMO-LUMO gap: 7.402 eV

The geometry in XYZ format:
```
6
H3PS2, DFT wB97M-V/def2-TZVPD
P -1.5434 0.0464 1.7884
S 1.1589 -0.7926 -0.9295
S -0.9814 1.8743 2.1469
H -1.9385 0.1848 0.4322
H 1.7641 -1.6722 -1.9014
H 1.5403 0.3593 -1.5366
```


Entry 4:
ORCA calculation (wB97M-V/def2-TZVPD) on an isolated molecule of H3PS2.

energy relative to the best compared isomer or geometry (same formula, charge and spin): 7.6 kcal per mole
DFT total energy: -31007.7452 eV
SMILES string: S=[PH2]S
HOMO-LUMO gap: 9.397 eV

The geometry in XYZ format:
```
6
H3PS2, DFT wB97M-V/def2-TZVPD
P -0.5335 -0.2022 0.2548
S 1.0763 1.1871 0.0176
S -2.3043 0.6109 -0.0907
H -0.2061 -1.2546 -0.6762
H -0.3392 -0.3898 1.5968
H 0.4517 1.9284 -0.8648
```


Entry 5:
ORCA calculation (wB97M-V/def2-TZVPD) on an isolated molecule of H3PS2.

energy relative to the best compared isomer or geometry (same formula, charge and spin): 11.3 kcal per mole
DFT total energy: -31007.5841 eV
SMILES string: S=[PH2]S
HOMO-LUMO gap: 9.505 eV

The geometry in XYZ format:
```
6
H3PS2, DFT wB97M-V/def2-TZVPD
P 0.0785 0.3538 0.3444
S 1.0239 0.4323 1.9895
S 0.0381 -1.4002 -0.6946
H -1.2997 0.6957 0.0058
H 0.7708 1.4054 -0.4123
H 1.2646 -1.4243 -0.1982
```


Entry 6:
ORCA calculation (wB97M-V/def2-TZVPD) on a structure of composition H41O20.

energy relative to the best compared isomer or geometry (same formula, charge and spin): 158.8 kcal per mole
DFT total energy: -41604.9351 eV
HOMO-LUMO gap: 10.476 eV
net charge: +1

The geometry in XYZ format:
```
61
H41O20, DFT wB97M-V/def2-TZVPD
O 1.6931 4.8867 1.4558
H -0.8396 -1.6993 2.0364
O 3.6998 3.9990 -0.7993
H 3.6455 4.4477 -1.7554
H 2.9945 4.5744 -0.3442
O 4.6422 -1.0063 2.6797
H 3.8620 -1.2793 2.0598
H 4.0789 -0.2503 3.1300
O 2.7682 -0.5132 0.1612
H 3.7539 -0.3046 0.3329
H 1.3299 -3.9223 1.0504
O -4.2314 0.5626 -3.7468
H 1.3760 -0.7467 -5.3544
H 2.9457 -1.2259 -0.5314
O 1.4247 -0.9877 -4.3628
H -4.8706 -2.2793 -0.4257
H 1.6580 -1.8904 -4.5450
O -4.2732 -2.4227 -1.1982
H 1.5355 -3.1635 -0.1288
H 2.3601 2.7230 0.3585
O 3.5398 -3.8229 -0.4587
H 2.6488 -4.1155 -0.6653
H 3.8377 -4.5926 -0.1177
O -1.3196 -1.7536 -0.9726
H -0.9900 -1.5557 0.2137
H -4.2007 0.2393 -2.8802
O -2.5139 -4.1301 0.5776
H -3.4451 -4.0985 0.3196
H -1.8038 -4.0798 -0.1438
O -2.9652 0.1155 2.6742
H -3.0441 -0.7280 3.0173
H -4.7686 -2.2221 -1.9970
O -0.3384 0.1386 -2.2436
H 0.4533 -0.0790 -2.8322
H -0.2346 0.7865 -1.6557
O 0.1341 2.4489 -1.3116
H 0.5924 2.4541 -0.3831
H -0.5939 3.2608 -0.9829
O -0.6085 -1.2087 1.3179
H -3.1518 0.6507 -0.5444
H 0.3810 -0.7764 1.4156
O 0.8975 -3.3819 0.5206
H -2.2744 0.5943 2.8922
H 0.8539 5.2961 1.7265
O -3.7827 0.5919 -1.2210
H -2.2941 -1.8658 -1.1827
H -4.0157 1.5323 -1.3289
O -1.5853 4.3280 0.2473
H -1.2589 4.9256 -0.2172
H -2.2103 3.7022 -0.2205
O 1.4841 2.3992 0.8922
H 2.5118 5.3382 1.7912
H 1.5278 1.4899 0.9888
O 3.1753 2.7187 3.3284
H 2.9674 3.6187 3.5974
H 2.9389 3.0908 2.3591
O -1.9949 -3.1004 2.9614
H -1.5723 -3.5839 3.7029
H -2.2475 -3.6676 2.2715
H -3.3703 0.6309 -3.9574
H -0.9126 -1.0905 -1.5716
```


Q: Which of these has the lowest energy relative to the best compared isomer or geometry (same formula, charge and spin)?
A: H3O6